A cluster of 15 separate species, C72H185N11O23 in total at a distorted geometry, computed with wB97M-V/def2-TZVPD.

XYZ file:
```
291
Properties=species:S:1:pos:R:3:forces:R:3:mulliken_charge:R:1
C 18.912 26.795 21.382 0.410 0.629 0.849 -1.76
C 19.903 27.655 20.588 0.303 -1.255 1.243 1.93
C 20.412 28.820 21.402 0.644 -0.529 0.748 -1.89
O 20.924 26.719 20.174 -0.096 1.240 -1.187 1.24
H 19.408 26.404 22.295 0.002 -0.115 -0.658 0.32
H 18.550 25.994 20.757 -0.138 -0.300 -0.032 0.24
H 18.095 27.372 21.798 -0.497 0.238 -0.260 0.63
H 19.403 28.145 19.757 0.201 -0.659 -0.601 -0.88
H 19.548 29.311 21.796 -0.561 0.557 0.328 0.51
H 20.951 29.533 20.811 0.336 0.323 -0.448 0.22
H 21.049 28.541 22.259 -0.219 -0.216 -0.275 0.40
H 21.306 26.250 20.934 -0.218 0.029 0.534 -0.48
C 21.127 21.427 14.033 0.064 0.399 0.179 -0.01
C 20.085 20.884 13.078 0.588 -0.010 -0.443 0.46
C 20.114 19.372 13.079 -1.175 0.401 1.168 -1.48
O 18.760 21.300 13.375 -0.050 -0.377 0.814 0.19
H 21.076 21.032 15.043 -0.605 -0.130 0.286 -0.66
H 21.129 22.507 14.100 -0.239 0.343 -0.006 -0.27
H 22.122 21.142 13.748 0.554 -0.228 -0.590 0.86
H 20.250 21.258 12.059 0.264 -0.001 0.184 0.45
H 19.279 19.074 12.469 0.312 -0.789 -0.703 0.31
H 19.826 19.060 14.096 0.170 -0.027 -0.021 0.14
H 21.065 18.928 12.887 0.545 -0.308 -0.605 0.57
H 18.538 20.802 14.200 -0.284 0.637 -0.097 -0.45
C 15.803 17.392 20.376 0.180 -0.984 0.694 -1.30
C 14.974 18.528 19.847 -0.102 0.715 -1.002 1.19
C 14.283 19.347 20.910 -1.340 -0.621 1.193 -1.46
O 15.827 19.372 19.019 -0.790 -0.417 -0.161 0.61
H 16.328 16.880 19.541 -0.398 0.209 0.576 0.09
H 15.157 16.672 20.926 0.406 0.262 -0.486 0.51
H 16.565 17.717 21.119 -0.373 0.090 -0.521 0.20
H 14.143 18.131 19.187 1.150 0.361 0.327 0.37
H 13.530 18.702 21.446 0.874 0.218 -0.249 0.46
H 13.606 20.125 20.532 0.722 0.135 -0.241 0.13
H 14.974 19.730 21.674 -0.132 0.115 -0.301 0.18
H 16.604 19.719 19.504 -0.030 -0.098 0.391 -0.96
C 15.504 20.082 10.197 0.662 0.054 -0.351 -1.57
C 16.272 20.634 11.365 1.184 -0.393 0.481 0.90
C 15.467 21.279 12.471 -0.234 -0.076 0.300 -0.65
O 17.079 19.539 11.869 -0.982 0.137 -0.384 -0.54
H 14.735 19.418 10.572 -0.193 -0.335 -0.139 0.31
H 16.215 19.544 9.516 -0.774 0.404 0.608 0.31
H 15.043 20.904 9.659 -0.191 0.009 -0.212 0.43
H 16.982 21.402 11.063 0.102 0.170 -0.551 0.17
H 14.844 20.550 12.993 0.118 -0.060 0.131 0.17
H 14.800 22.021 12.067 -0.400 0.381 -0.371 0.55
H 16.105 21.838 13.174 -0.045 -0.532 -0.078 -0.37
H 17.648 19.963 12.508 0.433 0.274 0.456 -0.05
C 16.431 31.122 15.286 -0.024 -0.304 -0.329 -1.50
C 17.021 29.950 14.512 0.169 0.285 -0.648 1.71
C 16.186 28.712 14.652 -0.272 0.945 -1.015 -0.79
O 16.194 28.366 15.989 0.683 -0.504 0.601 -0.22
C 15.560 27.155 16.143 -1.766 -1.723 -0.597 -0.55
N 17.246 30.229 13.089 -1.066 -0.292 0.422 -0.69
H 16.336 30.777 16.324 0.074 0.571 -0.175 0.27
H 15.420 31.362 14.922 0.272 -0.006 -0.013 0.46
H 17.081 32.003 15.162 -0.334 -0.215 0.414 0.31
H 17.953 29.641 14.974 0.526 0.309 0.314 -0.51
H 16.603 27.955 14.009 0.247 -0.702 -0.130 0.17
H 15.161 28.851 14.294 -0.232 0.239 -0.005 0.46
H 15.337 27.000 17.179 0.357 -0.276 0.756 0.17
H 16.013 26.218 15.669 0.098 1.387 0.595 -0.01
H 14.544 27.215 15.687 0.340 -0.057 -0.013 0.45
H 17.315 31.197 12.903 -0.040 1.082 -0.117 0.34
H 18.074 29.788 12.743 0.570 -0.339 0.093 0.19
C 24.330 25.382 21.706 -0.918 0.609 -0.300 -1.96
C 23.178 24.372 21.516 -0.572 -0.355 0.976 2.86
C 23.557 23.048 22.097 0.910 -1.952 1.701 0.07
O 23.784 23.077 23.567 -0.276 0.829 -2.250 -0.51
C 24.059 21.792 23.999 0.508 -0.489 1.742 -0.38
N 21.863 24.806 22.134 1.509 0.820 -0.658 -0.67
H 24.356 25.662 22.755 0.189 -0.080 0.186 0.47
H 24.208 26.321 21.148 -0.368 -0.267 0.012 0.21
H 25.306 25.010 21.406 -0.015 -0.458 0.068 0.39
H 22.970 24.082 20.489 0.048 0.626 -0.481 -1.33
H 24.454 22.567 21.646 -0.287 0.713 0.130 0.01
H 22.785 22.271 21.969 -0.208 0.469 -0.287 -0.05
H 24.372 21.917 25.057 -0.294 -0.361 -0.445 0.29
H 24.878 21.269 23.497 0.130 0.304 -0.398 0.05
H 23.199 21.113 23.954 -0.139 0.090 -0.013 0.16
H 21.958 24.704 23.129 0.302 0.306 0.612 0.48
H 21.157 24.127 21.928 -0.382 -0.635 -0.580 -0.29
C 23.387 19.282 20.020 0.327 -0.016 0.739 -1.77
C 23.651 20.631 19.404 -1.037 1.015 0.329 2.37
C 25.105 20.900 19.479 1.838 0.135 -1.779 -1.04
O 25.547 20.755 20.780 -0.471 -0.438 0.988 -0.33
C 26.847 21.189 20.978 0.516 -0.191 -0.179 -0.85
N 23.119 20.738 18.052 0.572 -0.162 -0.245 -0.31
H 23.914 19.228 20.976 -0.175 0.041 0.022 0.41
H 23.814 18.495 19.418 0.018 -0.288 -0.498 0.38
H 22.350 19.073 20.218 -0.524 0.000 -0.191 0.16
H 23.237 21.445 20.011 -0.466 -0.286 0.404 -0.96
H 25.456 21.902 19.132 -0.726 -0.254 -0.172 0.33
H 25.612 20.175 18.811 0.108 0.053 0.128 0.35
H 27.053 21.084 22.031 0.238 -0.004 0.337 0.28
H 26.965 22.222 20.679 0.053 0.568 -0.056 0.33
H 27.569 20.607 20.393 0.024 -0.122 0.043 0.26
H 22.116 20.631 18.097 -0.185 0.034 -0.107 -0.15
H 23.351 21.638 17.629 -0.115 -0.262 0.030 0.02
C 26.701 30.103 19.208 0.647 -0.522 -1.910 -0.76
O 25.588 29.723 18.417 -1.409 -0.262 1.999 -0.34
C 24.489 29.505 19.402 0.666 1.552 -1.525 -0.88
C 23.209 29.175 18.649 -0.305 -1.342 -0.814 0.63
N 22.449 30.287 18.047 0.008 -0.583 1.738 1.21
C 23.040 30.807 16.839 0.053 -1.185 -0.616 -0.60
C 22.059 31.753 16.188 0.192 0.020 -0.088 -0.36
O 20.909 31.066 15.719 0.450 -0.653 0.319 0.18
C 19.964 31.993 15.234 0.562 0.294 1.287 -0.14
H 26.516 31.035 19.729 0.037 0.150 0.357 0.31
H 27.495 30.239 18.454 0.030 0.111 0.642 0.25
H 26.973 29.272 19.867 0.112 0.273 0.286 0.30
H 24.420 30.472 19.965 -0.360 -0.712 -0.302 0.34
H 24.803 28.740 20.120 -0.165 -0.216 -0.247 0.44
H 22.573 28.584 19.332 -0.035 0.493 -0.218 -0.69
H 23.453 28.423 17.815 0.109 0.747 0.973 0.07
H 21.459 29.992 17.951 0.986 0.460 -0.262 -0.84
H 23.284 29.931 16.157 -0.324 0.855 0.143 0.09
H 24.043 31.251 17.026 -0.837 0.094 0.105 0.44
H 22.537 32.257 15.368 0.388 0.208 -0.840 0.57
H 21.757 32.576 16.838 0.003 -0.197 0.429 -0.26
H 19.226 31.443 14.660 -0.175 0.159 0.087 -0.56
H 20.539 32.678 14.614 -0.489 0.500 -0.363 0.65
H 19.560 32.544 16.143 -0.069 -0.355 -1.281 -0.07
C 19.648 26.331 16.886 0.950 0.273 0.209 0.58
O 19.809 24.930 16.834 -0.431 0.081 0.950 0.15
C 19.750 24.372 18.160 -0.012 0.622 0.098 0.38
C 20.103 22.917 18.015 0.087 0.494 -0.165 -0.51
N 18.969 22.123 17.697 -1.294 -0.520 -0.648 2.14
C 18.103 22.487 16.552 0.726 -0.775 0.847 -0.99
C 17.110 21.371 16.382 -0.047 0.570 -0.381 -0.16
O 17.801 20.282 15.776 -0.540 0.772 -0.453 1.38
C 16.889 19.221 15.568 1.187 -1.040 -0.318 -0.51
H 19.405 26.647 15.883 -0.516 0.239 -0.160 -0.38
H 20.611 26.835 17.136 -0.431 -0.263 0.105 -0.42
H 18.920 26.643 17.654 -0.077 -0.101 -0.455 0.27
H 18.708 24.512 18.616 1.112 -0.165 -0.629 0.03
H 20.470 24.909 18.817 -0.437 -0.260 -0.351 -0.21
H 20.494 22.528 18.929 0.383 -0.194 1.032 0.62
H 20.930 22.843 17.309 0.102 0.081 -0.409 -0.85
H 19.225 21.147 17.641 0.177 -0.213 -0.312 -0.32
H 18.616 22.586 15.604 0.540 0.140 -0.234 -1.18
H 17.655 23.434 16.771 -0.546 0.532 0.080 0.50
H 16.237 21.692 15.780 0.339 -0.226 0.034 0.69
H 16.747 21.031 17.338 -0.355 -0.072 0.519 -0.94
H 15.978 19.472 15.025 0.212 0.370 -0.608 -0.30
H 16.531 18.939 16.543 -0.027 -0.796 0.528 -0.35
H 17.507 18.444 15.045 -1.133 0.410 0.589 0.41
C 16.026 25.120 20.213 -0.579 -0.073 -1.922 0.06
O 14.951 24.223 20.003 -0.332 0.122 0.842 -0.56
C 15.068 23.308 18.971 0.131 -0.749 -1.887 1.88
C 13.726 22.591 18.771 -0.819 -0.163 1.769 -1.10
N 13.846 21.378 17.994 -0.002 0.207 -0.243 0.64
C 12.657 20.595 17.688 -0.312 1.423 -1.194 -0.55
C 13.030 19.516 16.710 0.072 -1.324 -1.516 0.70
O 11.988 18.549 16.351 0.489 0.425 0.853 -0.43
C 10.730 19.046 15.903 0.901 -0.379 -0.629 -0.76
H 15.842 25.605 21.143 0.092 0.268 0.752 0.37
H 16.054 25.900 19.404 0.035 -0.533 0.520 -0.05
H 16.957 24.575 20.180 0.517 -0.080 0.255 -0.19
H 15.871 22.533 19.078 -0.273 0.541 0.422 -1.08
H 15.282 23.805 18.007 0.229 0.132 0.187 -0.22
H 12.997 23.289 18.342 0.126 -0.191 -0.121 0.40
H 13.354 22.373 19.821 0.134 0.228 -0.741 0.31
H 14.548 20.807 18.411 0.674 -0.653 0.273 -0.67
H 12.039 21.317 17.128 -0.417 -0.328 0.374 0.48
H 12.047 20.153 18.480 0.192 0.142 0.582 0.25
H 13.889 18.924 17.082 -0.595 0.039 0.014 -0.56
H 13.388 19.918 15.746 -0.099 0.393 0.380 0.04
H 10.848 19.801 15.118 0.030 0.271 0.237 0.30
H 10.115 19.390 16.718 -0.252 0.394 0.341 0.28
H 10.222 18.212 15.413 0.076 -0.067 0.226 0.29
C 23.185 25.037 17.625 0.901 0.355 0.689 1.10
O 23.987 24.599 16.565 -0.098 0.094 -0.153 -0.52
C 23.179 24.058 15.532 0.297 -1.474 1.482 1.59
C 24.063 23.415 14.499 -0.221 0.386 0.184 -1.63
N 24.844 22.324 15.063 0.998 0.342 0.291 -0.06
C 26.121 22.776 15.721 -0.992 -1.448 -0.604 -0.72
C 26.881 21.527 16.190 -0.180 -0.310 -1.766 -0.46
O 28.063 21.976 16.757 0.825 0.267 0.851 -0.30
C 29.036 21.008 17.077 -1.195 -0.851 -0.513 -0.84
H 22.454 25.765 17.297 -0.354 0.156 0.021 -0.84
H 23.834 25.478 18.387 0.062 0.295 -0.257 0.39
H 22.720 24.214 18.151 -0.592 -0.526 -0.101 -0.65
H 22.542 24.810 15.142 -0.659 0.989 -0.725 0.30
H 22.502 23.298 16.004 0.437 0.271 -0.490 -1.08
H 24.687 24.220 14.062 -0.097 -0.305 -0.154 0.35
H 23.362 23.017 13.763 0.368 0.036 -0.279 0.61
H 25.128 21.715 14.307 -0.102 -0.151 -0.115 0.30
H 25.845 23.349 16.572 -0.051 0.651 0.581 0.22
H 26.732 23.384 15.030 -0.009 -0.238 0.330 0.27
H 27.120 20.926 15.297 0.156 0.047 -0.281 0.49
H 26.290 20.791 16.758 -0.038 0.684 0.621 0.41
H 28.657 20.267 17.797 0.276 0.489 0.429 0.25
H 29.942 21.503 17.317 0.572 0.554 0.949 0.31
H 29.324 20.386 16.242 -0.202 -0.190 -0.952 0.35
C 16.181 16.010 16.693 -1.252 -0.288 -1.820 -0.43
O 16.564 16.246 15.348 0.011 -0.102 -1.270 -0.08
C 15.800 15.491 14.352 0.696 0.210 1.581 -0.84
C 16.296 15.830 12.959 0.705 1.275 1.513 0.05
N 15.606 15.080 11.989 -0.712 -0.689 -1.338 -0.39
C 15.836 15.601 10.623 -0.008 -1.615 0.427 -0.05
C 14.775 15.030 9.712 -1.141 -0.083 -0.257 -0.69
O 13.475 15.523 10.129 0.899 -0.079 0.026 -0.29
C 12.427 14.599 9.970 -0.571 0.238 0.118 -0.75
H 16.205 14.932 16.812 0.007 -0.292 0.778 0.48
H 15.142 16.375 16.803 0.271 -0.155 0.444 0.32
H 16.849 16.543 17.337 0.405 0.188 0.351 -0.28
H 14.743 15.728 14.484 -0.243 0.174 -0.145 0.39
H 15.904 14.421 14.585 0.104 0.060 -0.223 0.29
H 17.378 15.705 12.943 0.169 -0.391 -0.184 0.29
H 16.148 16.898 12.787 0.019 0.449 0.202 -0.12
H 14.621 15.232 12.182 -0.139 -0.183 -0.223 0.28
H 16.820 15.234 10.280 -0.283 0.345 0.073 0.32
H 15.809 16.670 10.626 0.089 0.928 -0.217 -0.03
H 14.712 13.939 9.820 0.459 0.064 -0.093 0.39
H 14.937 15.279 8.641 0.011 -0.048 0.546 0.39
H 12.185 14.432 8.914 0.117 -0.098 -0.030 0.30
H 11.545 15.083 10.427 0.336 -0.413 -0.110 0.22
H 12.617 13.617 10.454 0.032 0.502 -0.129 0.33
C 20.197 21.851 23.232 -0.104 0.318 0.359 -0.51
O 20.075 22.351 21.917 -0.143 0.468 0.128 0.36
C 18.740 22.738 21.536 2.126 -1.227 -1.503 0.58
C 17.887 21.558 21.226 -2.004 -0.717 1.026 -1.83
N 18.249 20.607 20.223 -0.727 -0.166 0.165 2.52
C 19.259 19.642 20.546 1.598 0.221 -1.244 -0.46
C 19.369 18.637 19.374 -0.242 -0.555 0.534 -0.34
O 20.051 19.269 18.267 -0.273 -0.136 0.902 0.78
C 20.273 18.466 17.102 0.244 0.033 0.936 -0.42
H 21.277 21.788 23.437 -0.466 -0.358 -0.100 -0.22
H 19.684 20.864 23.294 0.448 0.587 0.415 0.31
H 19.810 22.588 23.990 -0.063 -0.726 -0.596 0.28
H 18.943 23.276 20.591 -0.513 0.295 0.612 -1.48
H 18.256 23.275 22.309 -0.372 1.177 0.739 0.96
H 16.891 21.984 20.994 0.236 -0.139 -0.162 -0.21
H 17.666 20.960 22.133 0.257 0.360 -0.038 0.87
H 18.450 21.074 19.366 0.217 0.521 -0.875 -0.54
H 19.105 19.235 21.541 -0.442 -0.630 -0.087 0.81
H 20.266 20.093 20.613 -0.086 0.093 0.044 -0.73
H 18.316 18.336 19.110 1.003 0.058 -0.159 -0.50
H 19.944 17.747 19.734 -0.345 0.441 -0.473 0.43
H 20.933 17.605 17.302 -0.365 0.091 0.228 0.44
H 20.841 19.103 16.429 -0.335 0.059 -0.293 0.05
H 19.308 18.146 16.720 0.029 -0.104 -0.429 -0.25
C 22.879 36.409 17.369 -0.124 -0.207 1.101 -0.72
O 21.914 35.405 17.419 -0.201 -1.545 1.669 -0.30
C 22.158 34.562 18.628 -1.499 2.768 -0.916 -1.02
C 20.838 33.920 18.901 -0.488 -0.391 0.577 0.01
N 20.972 32.801 19.852 1.262 1.459 -0.358 -0.20
C 19.741 32.387 20.419 0.653 -1.510 0.109 -1.39
C 18.832 31.673 19.455 -1.343 0.526 0.811 -0.53
O 19.316 30.431 19.017 0.115 0.583 -0.044 0.45
C 18.494 29.889 17.994 -0.163 1.364 0.129 -0.08
H 22.713 36.935 16.447 0.317 0.404 -0.373 0.25
H 23.842 35.889 17.429 0.389 0.736 -0.219 0.30
H 22.731 37.078 18.257 0.449 -0.165 -0.725 0.27
H 22.479 35.209 19.466 -0.327 -0.110 -0.258 0.60
H 22.958 33.923 18.461 1.495 -1.614 -0.664 0.35
H 20.396 33.595 17.936 0.034 0.386 0.366 -0.23
H 20.215 34.755 19.330 0.159 -1.106 -0.305 0.39
H 21.528 32.047 19.459 -0.137 -0.088 -0.119 0.28
H 19.242 33.282 20.722 -0.621 0.520 0.564 0.60
H 19.934 31.732 21.304 -0.216 0.528 -0.543 0.27
H 18.578 32.351 18.624 0.182 -0.264 -0.184 0.42
H 17.897 31.588 20.054 -0.062 -0.535 -0.545 0.28
H 18.445 30.584 17.110 0.347 -0.873 0.580 0.02
H 17.470 29.825 18.377 -0.056 -0.433 -0.126 0.64
H 18.939 28.929 17.804 -0.218 -0.404 -0.643 -0.93
C 22.828 28.103 10.704 0.807 1.528 1.774 -0.80
O 21.770 27.678 11.521 -0.207 -0.116 0.486 -0.28
C 21.713 28.397 12.761 0.782 0.037 -0.147 -1.15
C 20.675 27.790 13.670 -1.032 -0.121 0.704 0.44
N 19.264 28.129 13.271 1.461 -0.602 0.307 0.94
C 18.808 27.432 12.057 -1.795 0.256 0.877 -1.05
C 18.522 25.953 12.296 0.119 -0.642 -2.459 -0.36
O 17.443 25.771 13.188 0.683 0.331 0.574 -0.35
C 17.211 24.428 13.563 -1.346 -0.323 -0.911 -0.78
H 23.752 28.252 11.351 -0.651 -0.533 -0.875 0.28
H 22.595 29.110 10.356 0.057 0.141 -0.487 0.33
H 23.000 27.438 9.884 -0.014 -0.490 -0.286 0.24
H 21.619 29.504 12.635 -0.598 -0.678 -0.261 0.28
H 22.694 28.330 13.261 -0.033 -0.362 -0.054 0.60
H 20.846 28.217 14.677 -0.170 0.067 -0.435 -0.13
H 20.837 26.683 13.828 0.000 0.878 -0.558 -0.01
H 18.637 27.837 14.028 0.358 0.127 -0.254 -0.86
H 19.540 27.558 11.244 -0.554 0.039 0.286 0.47
H 17.782 27.905 11.862 1.431 -0.549 -0.412 0.30
H 19.462 25.409 12.497 -0.372 0.029 0.795 0.24
H 18.234 25.530 11.277 0.057 0.300 0.922 0.45
H 16.130 24.347 13.878 1.148 0.154 -0.092 0.34
H 17.871 24.024 14.323 0.226 0.306 0.237 0.35
H 17.317 23.794 12.670 -0.013 -0.055 0.179 0.43
```
Positions in Å, forces in eV/Å.

Summary:
- 2S+1: 1
- Calculated total energy: -141134.8512 eV
- Strongest force on any atom: 0.064 Eh/bohr
- HOMO: -8.2759 eV
- HOMO-LUMO gap: 8.79 eV
- Charge: 0